(1)
Entry from the Open Molecules 2025 dataset: a 4-piece molecular cluster, C16H28N4 overall in a non-equilibrium geometry (ωB97M-V/def2-TZVPD).

XYZ file:
```
48
Properties=species:S:1:pos:R:3:forces:R:3
C -3.40762 5.12559 -2.10309 0.7 -0.9 0.2
C -2.71813 5.76802 -3.35497 -0.4 0.4 1.7
C -3.74769 6.30441 -4.34349 -1.0 -0.6 -1.1
C -4.56941 5.26260 -4.97520 4.8 5.6 4.0
N -5.15963 4.47409 -5.44915 -4.6 -6.1 -3.7
H -2.79680 5.01745 -1.20682 1.5 0.0 -0.1
H -3.72831 4.08970 -2.21355 -0.3 0.1 -0.6
H -4.15479 5.63374 -1.49348 -0.8 0.8 -1.1
H -1.96694 5.16554 -3.86569 -0.5 -0.7 0.1
H -2.10228 6.59853 -3.00992 -0.3 0.3 0.1
H -3.29417 6.74853 -5.22959 0.4 0.6 0.3
H -4.50290 6.96122 -3.91180 0.5 0.4 0.2
C 5.16221 -3.54600 0.36698 -0.4 1.0 -0.2
C 4.18729 -4.10701 -0.70144 1.2 1.1 1.6
C 2.97459 -3.13737 -0.90088 -0.2 -2.7 0.4
C 3.29828 -1.92930 -1.55765 1.2 3.1 -0.8
N 3.59563 -0.88653 -1.97713 -0.6 -1.6 0.4
H 4.65780 -3.42702 1.32589 -0.1 0.1 0.1
H 5.46956 -2.55777 0.02486 0.3 0.1 0.3
H 6.04864 -4.14769 0.56775 -0.1 -0.1 -0.4
H 3.96157 -5.05535 -0.21380 -0.8 -0.3 -1.2
H 4.79761 -4.11896 -1.60447 -0.5 -0.8 -0.2
H 2.47757 -2.92822 0.04640 0.2 0.1 0.2
H 2.22658 -3.64790 -1.50746 -0.1 -0.1 -0.1
C -1.06235 -1.51034 5.24603 0.0 -0.8 1.4
C -0.08880 -2.23917 4.35418 0.3 1.5 -0.2
C 1.16114 -1.29454 4.06845 -1.0 -0.7 -1.3
C 2.33623 -1.56228 4.83000 0.1 -0.3 0.9
N 3.24474 -1.76017 5.49492 0.6 -0.2 0.2
H -0.61890 -1.33376 6.22597 0.1 0.4 0.0
H -1.86655 -2.21229 5.46651 -0.4 0.3 -0.1
H -1.45025 -0.58459 4.82103 0.1 -0.1 0.0
H -0.72843 -2.40861 3.48800 0.8 -0.2 -0.7
H 0.20308 -3.20596 4.76434 0.2 0.2 0.0
H 0.95984 -0.22962 4.18477 -0.5 0.0 0.1
H 1.50087 -1.40357 3.03849 -0.2 0.0 -0.3
C 0.55013 -0.61185 -0.07286 -1.3 0.8 -0.6
C -0.68412 -1.41074 -0.47792 0.5 -0.4 0.2
C -1.73405 -0.67456 -1.48350 -0.2 1.1 -0.1
C -2.44061 0.53731 -1.13019 0.1 0.2 0.3
N -3.06085 1.53781 -0.89295 0.9 -1.4 -0.3
H 0.17668 0.18575 0.56938 0.6 0.2 0.1
H 1.06322 -0.21744 -0.94994 0.2 0.1 0.2
H 1.21691 -1.28351 0.46787 0.0 0.0 0.1
H -1.19330 -1.74514 0.42596 -0.4 0.0 -0.3
H -0.35620 -2.26811 -1.06569 -0.4 -0.1 0.0
H -2.50837 -1.43283 -1.59992 -0.5 -0.4 0.3
H -1.32881 -0.53210 -2.48529 0.4 0.2 0.1
```
Positions in Å, forces in eV/Å.

- Relative energy (zero: lowest compared OMol25 entry of this formula, charge and spin): 21.5 kcal/mol
- Net charge: +1
- ⟨S²⟩: 0.76
- LUMO (spin up / spin down): -0.15249 / -0.41569 Eh
- Highest occupied orbital energy (spin up / spin down): -13.55 / -13.50 eV
- Spin multiplicity: 2
- Largest force on an atom: 0.166 Eh/bohr
- Frontier orbital gap (spin up / spin down): 9.4 / 2.2 eV

---

(2)
Entry from the Open Molecules 2025 dataset: C16H28NO2 as an isolated structure in a non-equilibrium geometry (ωB97M-V/def2-TZVPD).

XYZ file:
```
47
Properties=species:S:1:pos:R:3:forces:R:3
C 2.91688 0.34939 2.33367 1.1 5.9 -6.8
H 2.11272 1.10114 2.55706 0.7 -0.9 -0.2
H 2.91388 -0.41445 2.91987 0.3 -4.5 3.9
H 3.89620 0.90587 2.20118 -1.0 -0.6 1.2
C 2.81639 -0.19058 0.73971 -10.6 5.4 5.1
C 1.39885 -1.01069 1.00423 1.8 0.5 -0.9
H 1.44540 -1.70585 1.96301 -0.3 1.1 -2.6
H 0.52982 -0.32527 0.98837 0.8 -0.1 0.7
N 0.95253 -1.86179 -0.37685 2.0 3.7 5.2
C 1.76632 -2.98442 -0.40761 -2.2 -4.1 -4.3
H 1.65323 -3.47436 -1.42831 0.9 1.1 0.4
H 2.71909 -2.97687 -0.11071 3.9 1.8 0.6
C 1.27164 -4.10247 0.32751 -7.3 -6.0 4.5
O 0.24585 -3.68540 1.51002 5.2 -1.2 -1.7
C -0.76540 -3.01705 0.90995 -3.4 1.9 6.9
H -1.10322 -2.39720 2.00405 0.3 -0.9 -3.2
C -0.37994 -2.04913 -0.17089 -8.4 -4.1 -2.7
H -0.68180 -2.73503 -1.03486 0.2 1.0 0.1
H -1.22930 -1.21636 -0.34224 2.9 -1.2 0.8
H -1.65941 -3.73631 0.91093 0.9 1.3 -1.6
H 1.91378 -4.86062 0.79321 0.6 1.1 -0.1
H 0.40702 -4.93628 -0.05091 2.5 2.5 -0.6
C 1.03817 -1.00449 -1.47830 6.6 3.4 0.9
C 0.45838 0.28844 -1.22658 0.5 -1.7 -1.8
C -0.14352 1.27906 -1.51511 -0.9 3.3 2.3
C -0.61451 2.81421 -1.11209 -3.5 -5.3 1.9
C -0.70267 3.05569 0.42577 -9.2 -1.0 -0.2
C -2.14452 2.01618 0.84070 12.2 0.0 11.3
C -3.20531 2.24216 0.19067 -12.9 2.2 -8.9
C -2.95433 2.08923 -1.35238 1.1 -5.1 0.1
C -1.93525 2.89391 -1.97170 4.3 4.7 0.4
H -1.56858 2.70207 -3.07621 -1.3 0.3 2.0
H -2.19829 3.99836 -1.80760 0.0 -1.1 -0.9
H -3.73353 2.24779 -2.01013 -2.7 -0.1 -0.6
H -2.60225 0.98570 -1.54991 -0.9 1.5 0.3
H -4.24744 1.56453 0.40884 2.9 1.7 -0.3
H -3.58061 3.29556 0.02100 0.2 -0.5 1.8
H -2.26481 2.30655 2.20129 0.3 -1.0 -4.0
H -1.71836 0.97890 0.83664 -0.5 0.7 -0.1
H -0.03324 2.65765 1.08974 2.3 -0.6 1.0
H -1.13897 4.14315 0.67974 1.5 -2.5 -0.8
O 0.39245 3.56360 -1.17830 6.1 5.3 -9.2
H 0.55982 3.70578 -2.33790 0.0 -0.1 4.6
H 0.88083 -1.47579 -2.33178 -2.3 -2.2 -3.8
H 2.22439 -0.95860 -1.72445 -2.1 0.7 1.0
H 2.58074 0.73107 0.13195 0.9 -1.5 0.2
H 3.51091 -0.79698 0.60572 6.5 -4.9 -1.8
```
Positions in Å, forces in eV/Å.

- Relative energy (zero: lowest compared OMol25 entry of this formula, charge and spin): 413.6 kcal/mol
- Net charge: +1
- LUMO: -0.09679 Eh
- Highest occupied orbital energy: -11.88 eV
- Spin multiplicity: 1
- Largest force on an atom: 0.323 Eh/bohr
- Frontier orbital gap: 9.3 eV

---

(3)
Entry from the Open Molecules 2025 dataset: an isolated ion of composition C16H28OP and charge +1 (ωB97M-V/def2-TZVPD).

XYZ file:
```
46
Properties=species:S:1:pos:R:3:forces:R:3
C -4.63588 -0.11576 1.20677 0.0 0.0 -0.1
C -3.93068 -0.73132 0.00178 0.1 0.0 0.1
C -2.40643 -0.46577 -0.11495 -0.1 -0.1 0.0
C -1.73960 0.03903 1.17210 0.1 -0.1 -0.2
P -0.04787 0.59553 0.90823 0.0 -0.2 0.1
C 0.63355 1.16739 2.47511 -0.1 -0.1 0.1
C 1.10077 -0.00846 3.32694 0.0 0.0 0.1
O 2.13712 -0.64684 2.63188 -0.1 0.1 -0.2
C 2.51157 -1.90547 3.18406 0.1 -0.2 0.2
C 1.44296 -2.98690 3.02500 -0.1 0.0 0.0
C 0.06879 1.85813 -0.37089 0.1 0.1 -0.1
C 0.68617 1.42408 -1.68417 0.0 0.0 0.0
C 0.49520 0.16706 -2.24404 0.0 0.1 0.1
C 1.06109 -0.15065 -3.46861 0.0 -0.1 0.0
C 1.82775 0.77158 -4.17143 0.0 0.1 0.0
C 2.41837 0.43501 -5.51252 0.1 -0.1 0.2
C 2.01588 2.02955 -3.59848 0.0 -0.1 -0.1
C 1.45955 2.34917 -2.37473 0.1 0.1 0.0
H -4.48665 0.96334 1.27480 0.0 0.0 0.0
H -4.31594 -0.57571 2.14374 0.0 0.1 0.0
H -5.70962 -0.27798 1.12187 0.0 0.0 0.0
H -4.40671 -0.36367 -0.90700 0.0 -0.1 0.0
H -4.08731 -1.80919 0.02399 -0.1 0.0 0.0
H -1.90909 -1.39759 -0.39495 0.0 0.1 -0.1
H -2.22292 0.23461 -0.93265 0.0 0.1 0.1
H -1.67605 -0.76592 1.90914 -0.1 0.1 0.1
H -2.27240 0.88083 1.61750 0.0 0.0 0.0
H 0.72006 -0.50380 0.53712 0.0 0.0 -0.1
H -0.15105 1.71587 3.00053 0.1 0.1 0.0
H 1.47476 1.83118 2.27405 0.0 0.0 0.0
H 1.44952 0.37958 4.29020 0.0 0.0 0.0
H 0.27363 -0.69922 3.53336 0.0 0.0 0.0
H 3.42709 -2.18405 2.66657 0.0 0.1 -0.1
H 2.76179 -1.77323 4.24102 0.1 0.0 0.0
H 0.72529 -2.72273 2.24390 0.1 0.0 -0.1
H 0.88409 -3.16424 3.94349 0.0 0.0 0.0
H 1.90120 -3.92873 2.72748 0.0 0.0 0.1
H -0.93294 2.27244 -0.52342 0.0 0.0 0.1
H 0.68013 2.65327 0.06289 -0.1 0.0 0.0
H -0.09829 -0.58664 -1.73719 0.0 0.0 0.0
H 0.89731 -1.14302 -3.87333 0.0 0.0 -0.1
H 3.35575 0.96733 -5.66634 0.0 0.1 -0.1
H 1.73203 0.70181 -6.31585 0.0 0.0 0.0
H 2.63181 -0.63216 -5.57767 -0.1 0.0 -0.1
H 2.61670 2.76831 -4.11492 0.0 0.0 0.0
H 1.63950 3.33391 -1.96036 0.0 0.0 0.1
```
Positions in Å, forces in eV/Å.

- Net charge: +1
- LUMO: -0.07945 Eh
- Highest occupied orbital energy: -11.92 eV
- Spin multiplicity: 1
- Largest force on an atom: 0.005 Eh/bohr
- Frontier orbital gap: 9.8 eV